The following is a DFT calculation (ωB97M-V with the def2-TZVPD basis set) of 6 unconnected molecules or ions with the total composition C34H72F2N3O12.

Geometry as XYZ:
```
123
Properties=species:S:1:pos:R:3:forces:R:3
C 4.4489 -5.5205 3.8879 0.25 0.21 0.12
C 4.8537 -4.0989 4.1834 0.78 0.36 0.01
N 6.0908 -3.8527 4.3403 -0.41 0.05 0.16
C 3.8335 -2.9793 4.3354 -0.15 -0.48 -0.10
N 2.9620 -2.7367 3.1586 0.01 -0.15 1.85
C 1.6970 -2.2468 3.4036 -0.17 0.01 -0.22
C 1.0979 -2.0512 2.2174 -0.69 -0.04 0.25
C -0.2443 -1.5089 1.8690 0.45 0.85 -0.56
C -0.6788 -0.3557 2.7998 -0.39 -0.50 -0.16
F -1.1271 0.7020 2.0365 0.02 0.10 -0.25
N 2.0491 -2.4496 1.3215 -0.71 0.25 -1.23
F 1.7914 -2.3995 0.0045 0.18 -0.17 0.04
C 3.1920 -2.8603 1.8576 0.71 0.09 0.50
C 4.4459 -3.3147 1.2154 0.00 -0.79 -1.56
C 4.7842 -2.5725 -0.0981 -0.15 1.34 0.59
C 5.4610 -1.2458 0.3018 0.72 -0.29 -0.50
C 6.9140 -1.4511 0.7813 -1.15 -0.19 0.10
O 7.0906 -0.7812 2.0438 1.10 -0.04 -0.35
C 7.7479 0.4075 1.9428 0.41 1.30 -0.07
C 8.5153 0.8099 3.1899 -1.43 -0.41 0.12
O 7.7102 1.1205 0.9668 -0.13 -1.00 0.31
H 3.4914 -5.8090 4.3192 -0.10 0.07 -0.20
H 4.4880 -5.6973 2.8123 -0.37 -0.04 -0.01
H 5.2308 -6.1506 4.3060 -0.05 -0.05 0.07
H 6.2258 -2.8614 4.5436 0.26 -0.01 -0.11
H 3.1645 -3.2680 5.1488 -0.16 0.02 -0.13
H 4.2698 -2.0252 4.6296 0.32 -0.10 -0.18
H 1.2755 -2.0554 4.3724 0.29 -0.12 0.22
H -0.1348 -1.0460 0.8835 -0.19 -0.11 -0.06
H -1.0128 -2.2750 1.7916 0.11 -0.14 0.10
H 0.1432 0.0212 3.4074 -0.05 -0.10 0.16
H -1.5323 -0.6948 3.3850 0.19 0.12 0.38
H 5.2968 -3.2413 1.8858 -0.20 0.07 0.27
H 4.3374 -4.3757 0.9647 -0.12 -0.03 0.22
H 5.4102 -3.1692 -0.7570 0.05 -0.12 0.14
H 3.8867 -2.2966 -0.6469 0.03 -0.39 -0.12
H 4.8964 -0.7886 1.1173 -0.01 0.07 -0.02
H 5.4867 -0.5310 -0.5211 -0.24 -0.03 0.00
H 7.6204 -1.1168 0.0259 0.08 0.24 0.19
H 7.1137 -2.5086 0.9712 0.02 0.05 0.15
H 8.0958 0.2685 4.0399 0.33 -0.08 0.04
H 9.5751 0.6020 3.0851 0.04 0.07 -0.07
H 8.3024 1.8639 3.3475 0.43 0.11 -0.06
C 0.7807 3.1135 0.2820 -0.06 0.14 -0.13
O 2.0214 3.7791 0.1077 -0.01 -0.16 0.19
C 2.4095 4.5449 1.2422 0.13 0.06 -0.30
C 3.3666 3.7724 2.1245 -0.16 0.21 0.18
O 2.7333 2.6161 2.6647 0.03 -0.10 -0.05
C 2.9942 1.4520 1.9198 0.14 -0.12 0.11
H 0.7229 2.3078 -0.4515 0.03 0.07 -0.07
H 0.6812 2.6789 1.2783 -0.03 0.06 0.02
H -0.0433 3.8123 0.1070 -0.06 -0.05 0.06
H 1.5319 4.8660 1.8115 -0.01 -0.06 0.02
H 2.9102 5.4421 0.8693 0.01 0.00 0.02
H 3.6673 4.4008 2.9666 -0.02 -0.01 0.00
H 4.2718 3.4999 1.5726 -0.05 -0.05 -0.05
H 3.9762 1.0428 2.1954 0.01 -0.05 -0.09
H 2.9706 1.6309 0.8427 0.02 0.01 0.00
H 2.2226 0.7167 2.1669 0.00 0.00 0.05
C -2.7747 4.2956 1.4525 0.11 -0.03 0.00
O -2.2903 5.5905 1.1441 -0.18 -0.06 -0.04
C -2.6943 6.0444 -0.1424 0.22 0.14 0.13
C -3.9127 6.9430 -0.0791 -0.20 -0.11 -0.18
O -5.0585 6.2590 0.4032 0.19 -0.09 0.13
C -5.2917 6.4625 1.7875 -0.13 0.08 -0.05
H -2.7205 4.1627 2.5327 0.08 0.02 -0.01
H -3.8106 4.1531 1.1385 0.00 0.05 -0.04
H -2.1446 3.5404 0.9686 -0.09 -0.11 0.03
H -2.8763 5.1933 -0.8076 -0.06 0.01 0.00
H -1.8585 6.6171 -0.5549 -0.02 0.00 -0.04
H -4.1457 7.2816 -1.0929 0.04 0.02 0.00
H -3.7099 7.8288 0.5309 0.06 -0.03 0.03
H -5.7914 7.4239 1.9442 0.03 0.00 0.08
H -4.3681 6.4392 2.3688 0.03 -0.01 -0.03
H -5.9465 5.6656 2.1375 -0.03 0.01 -0.06
C -2.2541 -6.6534 3.1768 0.03 -0.13 0.01
O -1.8716 -6.6527 4.5437 -0.03 0.24 -0.10
C -0.8556 -5.7176 4.8448 -0.10 -0.25 0.19
C -1.4131 -4.4276 5.4170 0.09 0.19 -0.20
O -2.2307 -3.7335 4.4873 0.07 -0.13 -0.06
C -3.6208 -3.9846 4.6706 -0.08 0.16 0.04
H -3.2315 -7.1266 3.1048 0.04 -0.05 0.03
H -2.3263 -5.6428 2.7694 0.01 0.02 0.04
H -1.5354 -7.2322 2.5875 -0.02 0.03 -0.06
H -0.2447 -5.5160 3.9556 -0.03 0.07 -0.02
H -0.2084 -6.1803 5.5971 0.03 0.04 0.00
H -0.5737 -3.7654 5.6613 0.00 -0.02 0.07
H -1.9645 -4.6203 6.3413 0.01 -0.07 -0.01
H -4.0060 -3.3641 5.4848 -0.04 -0.05 0.01
H -3.8220 -5.0331 4.8911 0.06 -0.02 -0.01
H -4.1345 -3.7147 3.7495 0.05 0.04 0.00
C -2.5349 0.7400 -5.0200 0.03 -0.15 -0.02
O -2.1543 0.7414 -3.6501 -0.04 0.19 -0.04
C -1.1675 1.7131 -3.3469 -0.11 -0.23 0.18
C -1.7664 2.9815 -2.7704 0.14 0.26 -0.15
O -2.6044 3.6484 -3.6975 -0.06 -0.21 0.02
C -3.9824 3.3552 -3.5207 -0.02 0.14 0.04
H -3.4961 0.2359 -5.1021 0.04 -0.06 0.02
H -2.6379 1.7502 -5.4199 0.03 0.02 0.05
H -1.7957 0.1902 -5.6103 -0.04 0.03 -0.09
H -0.5665 1.9383 -4.2337 -0.03 0.07 0.00
H -0.5035 1.2691 -2.5967 0.04 0.05 0.00
H -0.9499 3.6695 -2.5265 0.01 -0.02 0.04
H -2.3124 2.7691 -1.8437 0.00 -0.09 -0.01
H -4.3920 3.9610 -2.7049 -0.06 -0.05 0.01
H -4.1541 2.2992 -3.3051 0.04 -0.02 -0.01
H -4.5004 3.6131 -4.4432 0.04 0.06 0.00
C -5.2050 -1.3951 -10.8365 -0.10 -0.03 -0.07
O -6.2469 -0.9003 -10.0108 0.21 0.03 0.09
C -6.2020 -1.4073 -8.6873 -0.24 0.14 -0.13
C -5.5277 -0.4454 -7.7288 0.20 -0.18 0.15
O -4.1598 -0.2363 -8.0476 -0.11 0.05 -0.15
C -3.9437 0.9420 -8.8088 0.10 0.05 0.12
H -5.1076 -0.7235 -11.6883 -0.07 -0.01 -0.01
H -4.2482 -1.4338 -10.3124 -0.02 0.00 0.04
H -5.4591 -2.3958 -11.2008 0.07 -0.02 -0.01
H -5.7075 -2.3839 -8.6680 0.06 0.03 0.04
H -7.2376 -1.5511 -8.3650 0.01 -0.02 0.04
H -5.5586 -0.8790 -6.7240 -0.04 0.00 0.00
H -6.0631 0.5089 -7.6977 -0.03 -0.01 -0.07
H -3.9330 1.8163 -8.1485 -0.02 0.05 -0.06
H -4.7064 1.0819 -9.5762 -0.02 -0.04 0.01
H -2.9715 0.8554 -9.2922 0.02 -0.02 0.05
```
Forces are in eV/Å.

Results
LUMO (eV): -2.60
Charge: +1
Kohn-Sham gap (eV): 7.75
Multiplicity: 1
HOMO energy (Eh): -0.381
DFT total energy (Ha): -2605.01156
Molecular weight (u): 753.0

Atomic partial charges in e from the Mulliken method, atoms 1 to 99: number 1, C, carries -1.210; number 2, C, carries 0.512; number 3, N, carries -0.715; number 4, C, carries -0.566; number 5, N, carries 0.435; number 6, C, carries -0.342; number 7, C, carries -0.776; number 8, C, carries -0.528; number 9, C, carries -0.514; number 10, F, carries -0.236; number 11, N, carries 0.553; number 12, F, carries -0.262; number 13, C, carries 0.592; number 14, C, carries -0.379; number 15, C, carries -1.358; number 16, C, carries 0.266; number 17, C, carries -0.880; number 18, O, carries -0.333; number 19, C, carries 0.747; number 20, C, carries -1.062; number 21, O, carries -0.533; number 22, H, carries 0.286; number 23, H, carries 0.240; number 24, H, carries 0.435; number 25, H, carries 0.219; number 26, H, carries 0.440; number 27, H, carries 0.366; number 28, H, carries 0.761; number 29, H, carries 0.401; number 30, H, carries 0.479; number 31, H, carries 0.336; number 32, H, carries 0.206; number 33, H, carries 0.054; number 34, H, carries 0.318; number 35, H, carries 0.446; number 36, H, carries 0.463; number 37, H, carries -0.373; number 38, H, carries 0.586; number 39, H, carries 0.495; number 40, H, carries 0.502; number 41, H, carries 0.280; number 42, H, carries 0.292; number 43, H, carries 0.334; number 44, C, carries -0.531; number 45, O, carries -0.437; number 46, C, carries -0.387; number 47, C, carries -0.559; number 48, O, carries -0.429; number 49, C, carries -0.358; number 50, H, carries 0.067; number 51, H, carries 0.467; number 52, H, carries 0.189; number 53, H, carries 0.211; number 54, H, carries 0.444; number 55, H, carries 0.433; number 56, H, carries 0.261; number 57, H, carries 0.341; number 58, H, carries 0.404; number 59, H, carries -0.158; number 60, C, carries -0.487; number 61, O, carries -0.423; number 62, C, carries 0.219; number 63, C, carries -0.770; number 64, O, carries -0.377; number 65, C, carries -0.740; number 66, H, carries 0.280; number 67, H, carries 0.386; number 68, H, carries 0.030; number 69, H, carries -0.190; number 70, H, carries 0.438; number 71, H, carries 0.426; number 72, H, carries 0.342; number 73, H, carries 0.323; number 74, H, carries 0.323; number 75, H, carries 0.249; number 76, C, carries -0.688; number 77, O, carries -0.394; number 78, C, carries -0.378; number 79, C, carries -0.463; number 80, O, carries -0.253; number 81, C, carries -0.845; number 82, H, carries 0.267; number 83, H, carries 0.256; number 84, H, carries 0.313; number 85, H, carries 0.216; number 86, H, carries 0.396; number 87, H, carries 0.314; number 88, H, carries 0.361; number 89, H, carries 0.292; number 90, H, carries 0.376; number 91, H, carries 0.262; number 92, C, carries -0.731; number 93, O, carries -0.400; number 94, C, carries -0.519; number 95, C, carries -0.151; number 96, O, carries -0.452; number 97, C, carries -0.626; number 98, H, carries 0.171; number 99, H, carries 0.331